1.
Molecular formula: C4H12NO
Method: DFT, wB97M-V/def2-TZVPD

E_HOMO: -0.524 Eh
energy above the lowest of the compared OMol25 structures with the same formula, charge and spin: 183.52 kJ/mol
total charge: +1
maximum force: 3.4 eV/A

Last columns: bonded neighbours and bond lengths (Å).
Positions of all 18 atoms, in Å:
1 C 0.644 2.995 0.419  C2 1.530, H6 1.133, H7 1.147, H8 1.105
2 C -0.579 2.105 0.188  C1 1.530, C3 1.524, H9 1.102, H10 1.201
3 C -0.329 0.612 0.021  C2 1.524, C4 1.344, H11 1.161
4 C 0.789 -0.076 -0.271  C3 1.344, N5 1.421, H12 1.103
5 N 0.667 -1.406 -0.754  C4 1.421, H13 1.075, H14 1.116, H15 1.028
6 H 1.393 2.814 -0.411  C1 1.133
7 H 1.214 2.966 1.414  C1 1.147
8 H 0.248 4.025 0.363  C1 1.105
9 H -1.068 2.418 -0.749  C2 1.102
10 H -1.372 2.285 1.073  C2 1.201
11 H -1.333 0.031 -0.029  C3 1.161
12 H 1.769 0.415 -0.149  C4 1.103
13 H -0.232 -1.844 -0.360  N5 1.075
14 H 0.671 -1.383 -1.870  N5 1.116
15 H 1.237 -2.166 -0.360  N5 1.028
16 H -1.560 -3.993 0.157  O18 0.948
17 H -1.173 -3.200 1.255  O18 0.936
18 O -0.951 -3.293 0.350  H16 0.948, H17 0.936

Results of the natural (NBO) charge analysis, in e, for atoms 1 through 8: atom 1 (C): -0.633, atom 2 (C): -0.449, atom 3 (C): -0.090, atom 4 (C): -0.148, atom 5 (N): -0.735, atom 6 (H): 0.207, atom 7 (H): 0.232, atom 8 (H): 0.239


2.
Molecular formula: C24H36N7O3
Method: DFT, wB97M-V/def2-TZVPD

E_HOMO: -0.515 Eh
energy above the lowest of the compared OMol25 structures with the same formula, charge and spin: 0.00 kJ/mol
total charge: +3
maximum force: 2.1 eV/A

Last columns: bonded neighbours and bond lengths (Å).
Positions of all 70 atoms, in Å:
1 C -5.786 3.012 0.248  C2 1.521, H9 1.088, H10 1.093, H11 1.088
2 C -4.284 2.781 0.329  C1 1.521, N3 1.477, H12 1.091, H13 1.087
3 N -3.760 1.994 -0.806  C2 1.477, C4 1.368, C7 1.335
4 C -3.949 2.369 -2.108  N3 1.368, C5 1.359, H14 1.076
5 C -3.228 1.535 -2.902  C4 1.359, N6 1.370, H15 1.077
6 N -2.659 0.605 -2.071  C5 1.370, C7 1.343, C8 1.466
7 C -2.959 0.926 -0.803  N3 1.335, N6 1.343, H16 1.075
8 C -1.873 -0.552 -2.512  N6 1.466, H17 1.085, H18 1.089, H19 1.090
9 H -6.372 2.096 0.277  C1 1.088
10 H -6.037 3.506 -0.694  C1 1.093
11 H -6.133 3.704 1.013  C1 1.088
12 H -4.137 2.176 1.225  C2 1.091
13 H -3.687 3.689 0.358  C2 1.087
14 H -4.572 3.205 -2.374  C4 1.076
15 H -3.170 1.485 -3.976  C5 1.077
16 H -2.607 0.405 0.069  C7 1.075
17 H -1.297 -0.253 -3.381  C8 1.085
18 H -2.576 -1.365 -2.692  C8 1.089
19 H -1.204 -0.931 -1.738  C8 1.090
20 C -0.905 -4.889 -1.569  C21 1.531, H28 1.086, H29 1.094, H30 1.087
21 C -2.053 -5.571 -0.822  C20 1.531, N22 1.466, H31 1.092, H32 1.087
22 N -2.436 -4.946 0.447  C21 1.466, C23 1.383, C26 1.325
23 C -2.319 -3.615 0.802  N22 1.383, C24 1.358, H33 1.075
24 C -2.673 -3.499 2.108  C23 1.358, N25 1.380, H34 1.076
25 N -3.092 -4.741 2.538  C24 1.380, C26 1.332, C27 1.447
26 C -2.929 -5.570 1.508  N22 1.325, N25 1.332, H35 1.079
27 C -3.467 -5.053 3.900  N25 1.447, H36 1.086, H37 1.090, H38 1.090
28 H 0.005 -4.699 -1.006  C20 1.086
29 H -1.285 -3.928 -1.930  C20 1.094
30 H -0.678 -5.422 -2.489  C20 1.087
31 H -1.648 -6.526 -0.480  C21 1.092
32 H -2.889 -5.749 -1.494  C21 1.087
33 H -1.977 -2.900 0.074  C23 1.075
34 H -2.638 -2.641 2.756  C24 1.076
35 H -3.207 -6.610 1.575  C26 1.079
36 H -2.738 -4.722 4.633  C27 1.086
37 H -3.588 -6.130 4.022  C27 1.090
38 H -4.461 -4.667 4.127  C27 1.090
39 C 6.077 -0.568 -2.708  N40 1.469, H53 1.093, H54 1.085, H55 1.087
40 N 5.350 0.423 -1.903  C39 1.469, C41 1.337, C45 1.343
41 C 4.277 0.009 -1.222  N40 1.337, C42 1.384, H56 1.086
42 C 3.620 0.834 -0.325  C41 1.384, C43 1.408, H57 1.080
43 C 4.074 2.157 -0.157  C42 1.408, C44 1.399, C46 1.490
44 C 5.187 2.560 -0.903  C43 1.399, C45 1.367, H58 1.080
45 C 5.791 1.684 -1.761  N40 1.343, C44 1.367, H59 1.081
46 C 3.524 3.054 0.899  C43 1.490, C47 1.405, C51 1.386
47 C 2.165 2.981 1.245  C46 1.405, C48 1.375, H60 1.081
48 C 1.658 3.739 2.273  C47 1.375, N49 1.360, H61 1.078
49 N 2.507 4.458 3.055  C48 1.360, C50 1.340, C52 1.479
50 C 3.767 4.659 2.643  N49 1.340, C51 1.375, H62 1.083
51 C 4.317 3.945 1.604  C46 1.386, C50 1.375, H63 1.081
52 C 1.920 5.273 4.140  N49 1.479, H64 1.086, H65 1.086, H66 1.092
53 H 6.668 -1.142 -1.989  C39 1.093
54 H 6.780 -0.117 -3.400  C39 1.085
55 H 5.388 -1.274 -3.163  C39 1.087
56 H 3.801 -0.951 -1.407  C41 1.086
57 H 2.737 0.444 0.159  C42 1.080
58 H 5.574 3.558 -0.755  C44 1.080
59 H 6.705 1.867 -2.310  C45 1.081
60 H 1.547 2.308 0.667  C47 1.081
61 H 0.635 3.699 2.611  C48 1.078
62 H 4.393 5.226 3.320  C50 1.083
63 H 5.352 4.014 1.303  C51 1.081
64 H 0.912 4.947 4.379  C52 1.086
65 H 1.969 6.340 3.941  C52 1.086
66 H 2.461 5.081 5.068  C52 1.092
67 N 1.529 -1.949 -2.856  O68 1.239, O69 1.261, O70 1.265
68 O 0.898 -2.932 -3.268  N67 1.239
69 O 2.233 -1.297 -3.675  N67 1.261
70 O 1.451 -1.535 -1.664  N67 1.265

Results of the natural (NBO) charge analysis, in e, for atoms 1 through 8: atom 1 (C): -0.627, atom 2 (C): -0.209, atom 3 (N): -0.280, atom 4 (C): -0.045, atom 5 (C): -0.025, atom 6 (N): -0.274, atom 7 (C): 0.232, atom 8 (C): -0.421


3.
Molecular formula: C16H26N6O5S
Method: DFT, wB97M-V/def2-TZVPD

E_HOMO: -0.339 Eh
energy above the lowest of the compared OMol25 structures with the same formula, charge and spin: 164.23 kJ/mol
maximum force: 0.2 eV/A

Last columns: bonded neighbours and bond lengths (Å).
Positions of all 54 atoms, in Å:
1 C 0.747 -6.293 -0.566  S2 1.803, H29 1.088, H30 1.089, H31 1.089
2 S 1.066 -5.255 0.873  C1 1.803, C3 1.811
3 C 2.516 -4.342 0.285  S2 1.811, C4 1.525, C25 1.558, C28 1.547
4 C 2.264 -3.523 -0.976  C3 1.525, O5 1.219, N6 1.353
5 O 3.139 -3.355 -1.809  C4 1.219
6 N 1.047 -2.939 -1.068  C4 1.353, C7 1.448, H32 1.007
7 C 0.772 -1.945 -2.085  N6 1.448, C8 1.514, H33 1.089, H34 1.090
8 C 1.322 -0.584 -1.716  C7 1.514, O9 1.414, H35 1.096, H36 1.097
9 O 0.664 -0.145 -0.544  C8 1.414, C10 1.415
10 C 1.201 1.066 -0.046  O9 1.415, C11 1.513, H37 1.098, H38 1.096
11 C 0.426 1.468 1.190  C10 1.513, N12 1.458, H39 1.091, H40 1.089
12 N -0.983 1.726 0.914  C11 1.458, C13 1.453, C14 1.351
13 C -1.909 0.630 1.148  N12 1.453, H41 1.085, H42 1.090, H43 1.092
14 C -1.305 2.936 0.407  N12 1.351, O15 1.220, C16 1.528
15 O -0.468 3.797 0.192  C14 1.220
16 C -2.784 3.186 0.113  C14 1.528, N17 1.443, H44 1.093, H45 1.088
17 N -3.053 4.564 -0.219  C16 1.443, C18 1.345, N24 1.347
18 C -2.460 5.395 -1.094  N17 1.345, N19 1.312, H46 1.075
19 N -3.080 6.551 -1.104  C18 1.312, C20 1.361
20 C -4.072 6.373 -0.188  N19 1.361, C21 1.497, N24 1.313
21 C -5.056 7.447 0.158  C20 1.497, N22 1.353, O23 1.212
22 N -4.834 8.595 -0.524  C21 1.353, H47 1.005, H48 1.004
23 O -5.954 7.286 0.956  C21 1.212
24 N -4.095 5.184 0.368  N17 1.347, C20 1.313
25 C 3.099 -3.524 1.476  C3 1.558, C26 1.546, H49 1.090, H50 1.091
26 C 4.158 -4.630 1.685  C25 1.546, O27 1.411, C28 1.543, H51 1.088
27 O 3.889 -5.508 2.755  C26 1.411, H52 0.966
28 C 3.815 -5.181 0.285  C3 1.547, C26 1.543, H53 1.090, H54 1.088
29 H -0.077 -6.957 -0.311  C1 1.088
30 H 0.466 -5.685 -1.424  C1 1.089
31 H 1.622 -6.894 -0.807  C1 1.089
32 H 0.407 -3.062 -0.301  N6 1.007
33 H 1.225 -2.274 -3.020  C7 1.089
34 H -0.308 -1.882 -2.222  C7 1.090
35 H 2.402 -0.659 -1.543  C8 1.096
36 H 1.155 0.125 -2.537  C8 1.097
37 H 2.259 0.932 0.214  C10 1.098
38 H 1.133 1.857 -0.801  C10 1.096
39 H 0.473 0.668 1.931  C11 1.091
40 H 0.872 2.367 1.613  C11 1.089
41 H -2.926 0.907 0.893  C13 1.085
42 H -1.622 -0.231 0.545  C13 1.090
43 H -1.892 0.343 2.201  C13 1.092
44 H -3.106 2.533 -0.703  C16 1.093
45 H -3.404 2.969 0.980  C16 1.088
46 H -1.592 5.123 -1.668  C18 1.075
47 H -4.067 8.655 -1.172  N22 1.005
48 H -5.441 9.377 -0.364  N22 1.004
49 H 3.531 -2.583 1.135  C25 1.090
50 H 2.428 -3.339 2.316  C25 1.091
51 H 5.180 -4.285 1.829  C26 1.088
52 H 3.014 -5.893 2.617  O27 0.966
53 H 3.699 -6.262 0.221  C28 1.090
54 H 4.495 -4.829 -0.488  C28 1.088

Results of the natural (NBO) charge analysis, in e, for atoms 1 through 8: atom 1 (C): -0.752, atom 2 (S): 0.202, atom 3 (C): -0.247, atom 4 (C): 0.670, atom 5 (O): -0.632, atom 6 (N): -0.623, atom 7 (C): -0.239, atom 8 (C): -0.070


4.
Molecular formula: C3H10NOS
Method: DFT, wB97M-V/def2-TZVPD

E_HOMO: -0.096 Eh
energy above the lowest of the compared OMol25 structures with the same formula, charge and spin: 241.76 kJ/mol
total charge: -1
maximum force: 2.1 eV/A

Last columns: bonded neighbours and bond lengths (Å).
Positions of all 16 atoms, in Å:
1 C -1.212 -1.200 1.331  S2 1.801, H4 1.080, H5 1.091, H6 1.114
2 S -2.876 -0.816 0.760  C1 1.801, C3 1.789
3 C -2.293 -0.317 -0.856  S2 1.789, H7 1.103, H8 1.109, H9 1.091
4 H -0.716 -0.317 1.707  C1 1.080
5 H -0.741 -1.791 0.545  C1 1.091
6 H -1.108 -1.811 2.257  C1 1.114
7 H -1.411 0.337 -0.748  C3 1.103
8 H -1.864 -1.174 -1.413  C3 1.109
9 H -2.977 0.088 -1.602  C3 1.091
10 N 2.887 0.729 -0.991  C11 1.545, H13 1.019, H14 1.015
11 C 1.925 0.907 0.205  N10 1.545, O12 1.344, H15 1.104, H16 1.151
12 O 0.696 0.365 0.140  C11 1.344
13 H 2.216 0.705 -1.759  N10 1.019
14 H 3.308 1.652 -1.023  N10 1.015
15 H 2.324 0.590 1.184  C11 1.104
16 H 1.839 2.053 0.263  C11 1.151

Results of the natural (NBO) charge analysis, in e, for atoms 1 through 8: atom 1 (C): -0.735, atom 2 (S): 0.126, atom 3 (C): -0.791, atom 4 (H): 0.264, atom 5 (H): 0.228, atom 6 (H): 0.196, atom 7 (H): 0.288, atom 8 (H): 0.196


no.,LUMO level (eV)
1,-3.37
2,-9.00
3,0.23
4,3.43